# 1
ORCA calculation (the ωB97M-V functional and the def2-TZVPD basis) on an isolated molecule of C6H9N.

XYZ file:
```
16
C6H9N (the ωB97M-V functional and the def2-TZVPD basis)
C 1.5548 -0.6294 0.9620
C 0.4590 -0.2098 0.0027
C 0.5106 0.8444 -1.1101
C -0.2775 1.0940 0.1302
C -1.6173 0.2997 0.1596
N -1.8139 -0.5906 -0.9698
C -0.8880 -0.9878 0.0573
H 1.3301 -0.2432 1.9672
H 2.5441 -0.2590 0.6816
H 1.6165 -1.7211 1.0638
H 1.4728 1.3341 -1.2226
H -0.0258 0.8629 -2.0633
H -0.0414 1.8788 0.8399
H -2.4733 0.5777 0.7625
H -1.3317 -0.3029 -1.8146
H -1.0190 -1.9478 0.5537
```

The value obtained for the HOMO energy is -8.519 eV. The orbital gap comes out at 9.614 eV. The value obtained for the molar mass is 95.1 g mol⁻¹. Its SMILES is C[C@]12C[C@H]1[C@H]1N[C@H]12. The total energy comes out at -288.64609 a.u. The charge is 0.

Atom charges from the natural (NBO) analysis, given in e for atoms 1 to 4: -0.611, -0.050, -0.419, -0.264

# 2
ORCA calculation (the ωB97M-V functional and the def2-TZVPD basis) on a structure of composition C6H9N in a non-equilibrium geometry.

XYZ file:
```
16
C6H9N (the ωB97M-V functional and the def2-TZVPD basis)
C 2.7986 0.4096 0.1924
C 1.6844 -0.3962 -0.1485
C 1.1922 -1.5033 -0.3176
C -0.2726 -0.8086 -0.6040
N -1.1391 -0.4582 0.4813
C -2.4842 -0.0829 0.0786
C -1.5360 0.9325 0.6000
H 3.0467 1.0201 -0.6618
H 3.6437 -0.2484 0.4319
H 2.5853 0.9989 1.0702
H -0.4941 -0.3739 -1.5841
H -0.2673 -1.9349 -0.7430
H -3.2914 -0.4589 0.7031
H -2.7059 -0.0435 -0.9899
H -1.1273 1.6384 -0.1239
H -1.6331 1.3091 1.6152
```

The value obtained for the HOMO energy is -8.252 eV. The orbital gap comes out at 8.792 eV. The value obtained for the molar mass is 95.1 g mol⁻¹. The total energy comes out at -288.51054 a.u. The charge is 0.

Atom charges from the natural (NBO) analysis, given in e for atoms 1 to 4: -0.696, 0.088, -0.219, -0.299

# 3
ORCA calculation (the ωB97M-V functional and the def2-TZVPD basis) on a structure of composition C6H9N in a non-equilibrium geometry.

XYZ file:
```
16
C6H9N (the ωB97M-V functional and the def2-TZVPD basis)
C -0.4100 0.1062 1.8786
N -0.9018 0.5020 0.5616
C 0.0199 1.2526 -0.2720
C 1.0046 0.2824 -0.8269
C 0.4750 -1.1176 -0.6190
C -0.9253 -0.5018 -0.5347
C -0.5279 0.6546 -1.5341
H 0.6159 -0.3014 1.8947
H -1.0837 -0.6452 2.3051
H -0.4264 0.9823 2.5373
H 0.2684 2.2934 -0.0977
H 2.0000 0.5835 -1.1488
H 0.8673 -1.6684 0.2362
H 0.5363 -1.7420 -1.5210
H -1.8194 -1.1303 -0.5806
H 0.3072 0.4495 -2.2785
```

The value obtained for the HOMO energy is -8.243 eV. The orbital gap comes out at 9.271 eV. The value obtained for the molar mass is 95.1 g mol⁻¹. The total energy comes out at -288.59846 a.u. The charge is 0.

Atom charges from the natural (NBO) analysis, given in e for atoms 1 to 4: -0.424, -0.406, -0.094, -0.214

# 4
ORCA calculation (the ωB97M-V functional and the def2-TZVPD basis) on an isolated molecule of C6H9N.

XYZ file:
```
16
C6H9N (the ωB97M-V functional and the def2-TZVPD basis)
C 1.4152 -0.5193 -0.6245
C 0.0273 0.1622 -0.5377
C -1.0427 -0.7459 0.0605
C -0.8169 -0.8841 1.5086
C -0.6181 -0.9655 2.6945
C -0.2323 1.6440 -0.3455
N -0.3444 1.0177 -1.6522
H 1.3346 -1.5868 -0.3710
H 2.1865 -0.0963 0.0248
H 1.7975 -0.4969 -1.6565
H -1.0594 -1.7441 -0.3955
H -2.0135 -0.2777 -0.1180
H -0.4524 -1.0418 3.7472
H -1.2000 2.0805 -0.0678
H 0.5918 2.2515 0.0174
H 0.4268 1.2024 -2.2844
```

The value obtained for the HOMO energy is -9.378 eV. The orbital gap comes out at 10.403 eV. The value obtained for the molar mass is 95.1 g mol⁻¹. Its SMILES is C#CC[C@]1(C)CN1. The total energy comes out at -288.66055 a.u. The charge is 0.

Atom charges from the natural (NBO) analysis, given in e for atoms 1 to 4: -0.629, 0.103, -0.487, 0.017

# 5
ORCA calculation (the ωB97M-V functional and the def2-TZVPD basis) on an isolated molecule of C6H9N in a non-equilibrium geometry.

XYZ file:
```
16
C6H9N (the ωB97M-V functional and the def2-TZVPD basis)
C 1.6531 1.2000 0.6588
C 0.5738 0.5591 -0.2204
C -0.5826 -0.0365 0.6032
C -1.7380 -0.4922 -0.2917
C -1.6992 -1.7017 -1.1166
C 1.1548 -0.4879 -1.0779
N 1.5976 -1.3367 -1.7287
H 2.4669 1.6071 0.0524
H 2.0748 0.4677 1.3547
H 1.2128 2.0168 1.2394
H -0.9238 0.7332 1.3067
H -0.2067 -0.8802 1.1961
H -2.5523 -0.9462 0.3345
H -2.2265 0.3583 -0.7865
H -0.9680 -2.3845 -0.6301
H 0.1633 1.3236 -0.8938
```

The value obtained for the HOMO energy is -8.772 eV. The orbital gap comes out at 8.808 eV. The value obtained for the molar mass is 95.1 g mol⁻¹. The total energy comes out at -288.62522 a.u. The charge is 0.

Atom charges from the natural (NBO) analysis, given in e for atoms 1 to 4: -0.587, -0.324, -0.391, -0.587

# 6
ORCA calculation (the ωB97M-V functional and the def2-TZVPD basis) on a cluster of 2 separate species, C6H9N in total in a non-equilibrium geometry.

XYZ file:
```
16
C6H9N (the ωB97M-V functional and the def2-TZVPD basis)
C -0.8095 1.2144 1.0818
C -0.6339 1.0764 -0.4040
C 1.2205 0.1522 -0.4934
C 1.6459 -1.0200 0.3325
C -1.1187 0.0159 -1.1573
C -1.4755 -1.2205 -0.5586
N -1.6855 -2.2445 -0.0517
H -0.8880 0.2298 1.5484
H 0.0739 1.7302 1.4561
H -1.6982 1.7963 1.3628
H -0.5777 2.0266 -0.9428
H 1.5392 -0.1008 -1.5206
H 1.5156 -2.0472 -0.0579
H 2.7173 -0.7213 0.2191
H 1.4615 -1.0145 1.4116
H -1.2869 0.1270 -2.2258
```

The value obtained for the HOMO energy is -8.249 eV. The orbital gap comes out at 8.162 eV. The value obtained for the molar mass is 95.1 g mol⁻¹. The total energy comes out at -288.60743 a.u. The charge is 0.

Atom charges from the natural (NBO) analysis, given in e for atoms 1 to 4: -0.650, -0.068, -0.110, -0.730

# 7
ORCA calculation (the ωB97M-V functional and the def2-TZVPD basis) on an isolated molecule of C6H9N.

XYZ file:
```
16
C6H9N (the ωB97M-V functional and the def2-TZVPD basis)
C -0.6667 -1.3783 2.9431
C -0.2999 -0.4516 1.8719
C -0.0173 0.3148 0.9857
C 0.2482 1.2610 -0.1043
N 0.9966 0.6657 -1.2135
C 0.4204 0.8415 -2.5359
C 0.3940 -0.4801 -1.8663
H -1.4869 -0.9690 3.5421
H 0.1779 -1.5708 3.6115
H -0.9978 -2.3359 2.5294
H -0.7188 1.6738 -0.4403
H 0.8346 2.1043 0.2783
H 1.1190 1.0525 -3.3418
H -0.5307 1.3722 -2.6067
H -0.5647 -0.8397 -1.4928
H 1.0921 -1.2604 -2.1605
```

The value obtained for the HOMO energy is -9.045 eV. The orbital gap comes out at 10.102 eV. The value obtained for the molar mass is 95.1 g mol⁻¹. Its SMILES is CC#CCN1CC1. The total energy comes out at -288.66399 a.u. The charge is 0.

Atom charges from the natural (NBO) analysis, given in e for atoms 1 to 4: -0.682, 0.014, -0.045, -0.288

# 8
ORCA calculation (the ωB97M-V functional and the def2-TZVPD basis) on an isolated molecule of C6H9N.

XYZ file:
```
16
C6H9N (the ωB97M-V functional and the def2-TZVPD basis)
C 1.6264 2.0552 0.1019
C 0.8319 -0.0089 -0.5664
N 1.4937 0.8300 0.3823
C 0.7882 -1.4831 -0.1990
C -0.4044 -0.6292 -0.0329
C -1.3622 -0.2172 1.0114
C -1.8442 -0.6181 -0.3722
H 2.0706 2.7168 0.8454
H 1.2973 2.5034 -0.8454
H 0.8634 0.2825 -1.6214
H 1.3635 -1.7515 0.6829
H 0.7956 -2.2176 -0.9997
H -1.3876 0.8411 1.2644
H -1.5622 -0.8858 1.8438
H -2.3432 -1.5792 -0.4682
H -2.2269 0.1616 -1.0269
```

The value obtained for the HOMO energy is -9.420 eV. The orbital gap comes out at 10.592 eV. The value obtained for the molar mass is 95.1 g mol⁻¹. Its SMILES is C=N[C@H]1CC12CC2. The total energy comes out at -288.67749 a.u. The charge is 0.

Atom charges from the natural (NBO) analysis, given in e for atoms 1 to 4: -0.069, -0.087, -0.378, -0.393

# 9
ORCA calculation (the ωB97M-V functional and the def2-TZVPD basis) on an isolated molecule of C6H9N.

XYZ file:
```
16
C6H9N (the ωB97M-V functional and the def2-TZVPD basis)
C 2.7609 0.7592 0.5416
C 1.9163 -0.1835 -0.0197
C 1.0835 -0.7704 -0.8232
C -0.3633 -1.0631 -0.7120
N -1.0592 -0.4934 0.4441
C -2.4526 -0.1350 0.2295
C -1.3989 0.9076 0.3098
H 2.8267 1.7931 0.1943
H 2.9974 -0.6606 -0.0694
H 3.4330 0.4777 1.3469
H -0.8427 -0.7558 -1.6625
H -0.4870 -2.1540 -0.6733
H -3.1298 -0.3068 1.0641
H -2.8911 -0.3291 -0.7518
H -1.1192 1.4009 -0.6226
H -1.2738 1.5131 1.2042
```

The value obtained for the HOMO energy is -7.783 eV. The orbital gap comes out at 8.106 eV. The value obtained for the molar mass is 95.1 g mol⁻¹. The total energy comes out at -288.53078 a.u. The charge is 0.

Atom charges from the natural (NBO) analysis, given in e for atoms 1 to 4: -0.446, -0.352, 0.003, -0.321

# 10
ORCA calculation (the ωB97M-V functional and the def2-TZVPD basis) on an isolated molecule of C6H9N in a non-equilibrium geometry.

XYZ file:
```
16
C6H9N (the ωB97M-V functional and the def2-TZVPD basis)
C 0.8476 0.9439 -0.0626
C 0.7524 -0.3980 -0.1057
C -0.5279 0.7186 -0.1891
C 1.8112 2.0762 -0.0677
C 0.9684 -1.7783 0.3723
C -2.5664 -0.4403 -0.2768
N -1.7733 0.7296 -0.2152
H 2.7329 1.7081 0.2117
H 1.4665 2.7674 0.7701
H 1.8339 2.4272 -1.0419
H 1.2509 -2.3609 -0.4205
H -0.0908 -2.1958 0.6416
H 1.7849 -1.9120 1.0967
H -3.3724 -0.3447 -0.8884
H -3.0684 -0.5547 0.6654
H -2.0496 -1.3864 -0.4899
```

The value obtained for the HOMO energy (spin up / spin down) is -4.830 / -8.602 eV. The orbital gap (spin up / spin down) comes out at 5.882 / 7.248 eV. The value obtained for the molar mass is 95.1 g mol⁻¹. As for the spin multiplicity: 3. As for the expectation value of S²: 2.014. The total energy comes out at -288.50859 a.u. The charge is 0.

Atom charges from the natural (NBO) analysis, given in e for atoms 1 to 4: -0.203, 0.034, 0.364, -0.615

# 11
ORCA calculation (the ωB97M-V functional and the def2-TZVPD basis) on the ion C6H9N2 with charge +1 in a non-equilibrium geometry.

XYZ file:
```
17
C6H9N2 (the ωB97M-V functional and the def2-TZVPD basis)
C -2.3948 0.9509 -0.0931
C -1.1647 1.5227 0.1033
C -2.2404 -0.4673 -0.1172
C 2.1917 0.2813 -0.4653
C 1.1538 0.5543 0.4572
C -0.3070 -1.9069 0.0382
N -0.2670 0.4514 0.1054
N -0.9163 -0.7438 0.0703
H -3.3104 1.4241 -0.3399
H -1.0257 2.5111 -0.0393
H -2.9957 -1.1800 -0.1586
H 3.0931 -0.0315 -0.0616
H 2.1857 0.1205 -1.6231
H 1.5364 0.1156 1.3625
H 1.1015 1.6266 0.7654
H -0.8837 -2.8059 -0.1396
H 0.7725 -2.0455 0.1532
```

The value obtained for the HOMO energy (spin up / spin down) is -12.546 / -12.702 eV. The orbital gap (spin up / spin down) comes out at 6.988 / 8.689 eV. The value obtained for the molar mass is 109.2 g mol⁻¹. The total energy comes out at -343.10159 a.u. The charge is +1.

Atom charges from the natural (NBO) analysis, given in e for atoms 1 to 4: -0.259, 0.049, 0.035, -0.289

# 12
ORCA calculation (the ωB97M-V functional and the def2-TZVPD basis) on a structure of composition C6H9N2 in a non-equilibrium geometry.

XYZ file:
```
17
C6H9N2 (the ωB97M-V functional and the def2-TZVPD basis)
C 1.8614 -0.9008 -0.1961
C -0.4762 -1.3757 -0.0108
C 1.7018 0.3494 0.2119
C 1.3651 1.7532 -0.2645
C 0.5232 0.9831 0.7202
C -2.2122 0.2610 -0.0001
N -0.8470 -0.1597 0.1323
N 0.7667 -1.8752 -0.0315
H 2.5904 -1.2821 -0.9011
H -1.2908 -2.0363 -0.0798
H 1.7993 2.6749 0.0907
H 0.8795 1.9492 -1.2411
H 0.3117 1.2742 1.7037
H -3.0049 -0.3534 0.3177
H -2.5592 1.1066 0.5344
H -2.4428 0.4374 -1.0452
H 1.0341 -2.8060 0.0593
```

The value obtained for the HOMO energy (spin up / spin down) is -10.802 / -14.842 eV. The orbital gap (spin up / spin down) comes out at 7.674 / 7.798 eV. The value obtained for the molar mass is 109.2 g mol⁻¹. As for the spin multiplicity: 3. As for the expectation value of S²: 2.011. The total energy comes out at -343.03257 a.u. The charge is +1.

Atom charges from the natural (NBO) analysis, given in e for atoms 1 to 4: -0.003, 0.328, 0.069, -0.444

Energy relative to the best compared isomer or geometry (same formula, charge and spin) values (in kJ/mol) by entry order: 356.9, 712.8, 482.0, 319.0, 411.7, 458.4, 310.0, 274.5, 659.7, 207.2, 577.3, 306.1.